Entry 1:
Density functional theory data (ωB97M-V with the def2-TZVPD basis set) for a molecular structure, C33H57ClN2O2SiTl.

Molecular weight   781.753 g/mol
Calculated total energy   -67306.7223 eV
Kohn-Sham gap (alpha / beta)   4.7 / 4.6 eV
Total charge   +1
2S+1   1
LUMO (alpha / beta)   -0.2190 / -0.2223 hartree
HOMO (alpha / beta)   -10.6920 / -10.6919 eV

```
97
Properties=species:S:1:pos:R:3:forces:R:3:lowdin_charge:R:1
O 1.949294 -2.017692 -1.709701 -0.7 -1.2 0.6 -0.221
O 0.928952 -0.572544 -3.615301 -0.5 -0.5 -2.6 -0.275
C 3.128292 -2.122628 -0.915084 0.4 0.5 -0.3 -0.267
C 3.074210 -2.946951 0.353288 0.1 0.1 0.0 -0.094
H 3.424518 -1.099793 -0.645654 0.1 -0.3 0.0 0.034
H 3.892799 -2.500257 -1.609221 -0.1 -0.1 0.3 0.126
H 2.469341 -2.444637 1.116088 0.0 -0.2 -0.1 0.045
H 4.093345 -3.002368 0.749645 -0.1 0.0 0.0 0.088
H 2.716750 -3.965259 0.175850 0.0 0.1 0.1 0.082
C 0.673773 -2.428355 -1.176754 0.8 0.4 0.1 -0.250
C 0.038878 -3.371571 -2.163914 -0.4 -0.2 -0.2 -0.065
H 0.066793 -1.516535 -1.048398 0.0 -0.2 0.0 0.102
H 0.767791 -2.901028 -0.185408 0.1 0.1 -0.3 0.098
H -0.291731 -2.816878 -3.049050 0.2 -0.3 0.2 0.038
H -0.834378 -3.866823 -1.724773 0.0 0.1 0.0 0.078
H 0.750672 -4.145446 -2.473350 -0.1 0.1 0.1 0.089
C -0.160328 0.083132 -4.324099 0.8 -0.3 0.3 -0.226
C 2.019112 -1.008348 -4.478744 -0.5 0.5 0.5 -0.229
C -1.459456 -0.584346 -3.968788 -0.5 -0.2 -0.1 -0.071
H 0.019771 0.018904 -5.406672 0.0 0.1 0.3 0.125
H -0.154378 1.139676 -4.025230 -0.1 -0.2 -0.1 0.095
H -1.486170 -1.626150 -4.310620 0.1 0.2 0.1 0.077
H -2.286975 -0.071830 -4.470151 0.0 0.0 0.1 0.082
H -1.640656 -0.553636 -2.887175 0.1 -0.1 -0.2 0.066
C 1.593585 -2.214502 -5.263370 0.1 -0.3 -0.3 -0.057
H 2.853658 -1.238607 -3.810372 -0.2 0.1 -0.1 0.108
H 2.304221 -0.168726 -5.129784 0.0 -0.2 0.1 0.120
H 1.281070 -3.017366 -4.587037 0.1 0.2 -0.2 0.069
H 2.431750 -2.578562 -5.860541 0.0 0.0 -0.1 0.086
H 0.778203 -1.966491 -5.950988 0.1 -0.2 0.1 0.079
H 1.313281 -0.086006 -2.276277 0.4 2.5 2.4 0.069
N -1.045926 -0.348061 3.625316 0.1 -1.8 1.0 0.219
C -1.903996 0.106450 4.508306 0.1 -0.1 -0.4 -0.284
C -2.672783 1.268770 4.324358 0.2 0.2 -0.2 0.032
C -2.836164 1.984624 3.122264 0.1 1.0 -0.1 -0.297
C -2.150172 -0.610719 5.826896 0.2 -0.2 0.0 0.015
H -1.240892 -1.093558 6.206794 -0.2 0.1 -0.2 0.099
H -2.932709 -1.376414 5.718095 0.2 0.2 0.0 0.095
H -2.493527 0.121758 6.563292 0.1 -0.2 -0.1 0.091
C -3.841732 3.120259 3.209169 -0.2 0.0 -0.1 -0.008
H -4.279403 3.368510 2.235039 0.2 -0.1 0.2 0.096
H -3.373340 4.020746 3.629538 -0.1 -0.2 -0.1 0.092
H -4.649509 2.817778 3.885579 0.1 0.2 -0.2 0.090
N -2.185510 1.700298 2.027740 -1.1 -0.9 -0.3 0.170
C -0.592414 -1.652180 3.508529 -0.3 1.2 0.0 -0.149
C 0.773152 -1.947322 3.785832 0.9 0.1 -0.1 -0.172
C 1.703582 -0.858238 4.212228 0.2 0.1 0.2 -0.039
C 1.227139 -3.256050 3.678990 0.1 0.1 0.2 -0.018
H 2.271567 -3.473062 3.928715 -0.4 0.1 -0.1 0.137
C 0.367901 -4.283255 3.282060 0.3 0.2 0.1 -0.005
H 0.738237 -5.306049 3.199978 -0.1 0.3 0.0 0.127
C -0.967845 -3.998619 2.992688 -0.6 0.5 -0.1 -0.012
H -1.652065 -4.793142 2.687978 0.3 0.2 0.1 0.127
C -1.461228 -2.703019 3.095904 -0.4 -0.7 0.0 -0.173
C -2.904654 -2.418769 2.826234 -0.4 0.0 -0.3 -0.016
C -2.278525 2.249133 0.761690 0.4 0.5 -0.1 -0.231
C -1.717360 3.521449 0.451238 -0.2 -0.1 0.2 -0.244
C -1.206806 4.409610 1.544489 0.2 0.4 0.2 -0.067
C -1.610420 3.913364 -0.877609 0.1 0.0 0.0 -0.030
H -1.135231 4.871565 -1.102870 -0.2 -0.3 0.0 0.125
C -2.090476 3.101222 -1.906064 -0.1 -0.1 0.1 -0.035
H -1.988868 3.418911 -2.945541 0.0 -0.1 0.3 0.119
C -2.721271 1.889277 -1.602476 -0.1 0.2 0.0 -0.034
H -3.158345 1.276545 -2.396974 0.2 0.2 0.3 0.112
C -2.810047 1.445518 -0.289680 0.5 -0.2 0.2 -0.188
C -3.405903 0.113200 0.046858 -0.3 -0.2 -0.1 -0.033
Tl 1.131488 1.809914 1.405586 0.8 -0.4 -0.1 0.736
H 2.351064 -0.539292 3.377754 -0.1 -0.1 0.1 0.004
H 2.358981 -1.212586 5.021302 -0.2 0.1 -0.3 0.104
H 1.148607 0.016246 4.562628 0.2 -0.1 0.0 0.075
H -3.037013 -1.480702 2.273488 0.0 -0.2 0.2 0.057
H -3.490164 -2.344073 3.755796 0.2 0.0 -0.2 0.091
H -3.340492 -3.233372 2.233939 0.1 0.2 0.2 0.097
H -0.626615 5.234851 1.112577 -0.1 -0.2 0.2 0.093
H -0.556662 3.875902 2.253304 -0.3 0.2 -0.2 0.012
H -2.026177 4.854955 2.126634 0.2 -0.1 -0.2 0.080
H -4.037564 0.169886 0.940567 0.1 0.0 -0.2 0.079
H -2.625167 -0.637591 0.239937 -0.1 0.2 0.0 0.083
H -4.023740 -0.251511 -0.782130 0.2 0.0 0.2 0.092
H -3.256093 1.607566 5.175330 0.1 -0.1 -0.2 0.119
C 1.434223 0.790895 -1.412558 0.1 -0.8 -1.3 -0.276
Si 2.555482 2.152629 -2.115377 -0.2 -0.8 0.2 0.433
H 0.407086 1.094538 -1.187845 -0.2 0.2 0.1 -0.011
H 1.907485 0.290818 -0.565777 -0.1 0.1 0.0 -0.090
C 4.233364 1.370403 -2.424593 0.1 0.2 0.0 -0.163
C 2.736765 3.616302 -0.943698 0.1 0.0 0.0 -0.214
C 1.866121 2.838044 -3.723106 0.1 0.2 -0.1 -0.173
H 2.514687 3.653689 -4.076129 -0.2 -0.1 0.1 0.041
H 0.860476 3.251450 -3.581365 0.1 0.0 -0.1 0.020
H 1.822280 2.089562 -4.522187 0.0 0.1 0.2 0.018
H 4.687607 1.062587 -1.473521 -0.1 0.1 -0.2 0.019
H 4.900776 2.096573 -2.912032 -0.1 -0.2 0.1 0.038
H 4.165563 0.488440 -3.073777 0.0 0.2 0.1 0.021
H 3.139764 3.306593 0.031312 0.0 0.1 -0.2 -0.015
H 1.778804 4.133797 -0.794618 0.1 0.0 0.0 0.015
H 3.444056 4.336869 -1.375370 -0.1 0.0 0.2 0.042
Cl 3.544518 0.547706 1.360924 -0.4 0.3 0.4 -0.144
```
Positions in Å, forces in eV/Å.

***

Entry 2:
Density functional theory data (ωB97M-V with the def2-TZVPD basis set) for a molecular structure, C16H24FeNO4.

Molecular weight   350.216 g/mol
Calculated total energy   -61034.7904 eV
Kohn-Sham gap (alpha / beta)   7.0 / 4.3 eV
Total charge   +1
2S+1   5
LUMO (alpha / beta)   -0.0941 / -0.2503 hartree
HOMO (alpha / beta)   -9.6060 / -11.0898 eV
Energy relative to the best compared isomer or geometry (same formula, charge and spin)   13.94 kcal per mole

```
46
Properties=species:S:1:pos:R:3:forces:R:3:lowdin_charge:R:1
C -1.430155 -2.762794 -3.282722 0.0 -0.1 -0.8 -0.042
C -1.292737 -2.172282 -1.902000 -0.2 0.1 1.4 -0.196
N -0.573190 -0.866880 -1.776212 0.1 -0.6 -4.0 -0.040
C 0.866710 -0.912575 -2.176194 0.2 0.1 1.7 -0.167
C 1.120841 -0.766024 -3.656712 0.0 -0.1 -0.6 -0.040
C -1.269959 0.351459 -2.231731 0.2 0.5 0.8 -0.179
C -2.568274 0.162815 -2.972013 -0.4 0.0 -0.3 -0.049
H -1.974890 -3.711411 -3.201403 0.1 0.2 0.2 0.109
H -1.998378 -2.128984 -3.963471 0.2 -0.2 0.0 0.073
H -0.461260 -2.995549 -3.723916 -0.2 0.0 0.0 0.075
H -2.281809 -2.015939 -1.449314 0.3 -0.2 -0.1 0.134
H -0.738183 -2.891842 -1.284020 -0.1 0.3 -0.1 0.135
H 1.353519 -0.077078 -1.643310 -0.1 -0.4 -0.3 0.126
H 1.280400 -1.849207 -1.777182 -0.1 0.3 -0.1 0.146
H 2.172096 -0.525941 -3.816683 0.0 0.0 0.2 0.105
H 0.905305 -1.684520 -4.190647 0.0 0.1 -0.1 0.069
H 0.542973 0.040670 -4.100142 0.0 0.0 -0.1 0.082
H -1.474243 0.961776 -1.340014 0.1 -0.2 -0.2 0.117
H -0.553888 0.947923 -2.821920 -0.3 -0.3 0.4 0.135
H -3.069341 1.134050 -3.025116 0.1 -0.1 0.0 0.103
H -2.389075 -0.176865 -3.990973 -0.2 0.0 0.1 0.080
H -3.257240 -0.516869 -2.462384 0.1 0.1 -0.2 0.092
C -1.419661 2.467600 3.754144 0.4 0.1 0.6 -0.040
O -0.648046 1.279843 4.035129 0.5 -0.2 -0.2 -0.086
C 0.164956 0.739990 3.065381 -0.4 2.1 -1.6 -0.379
C 0.415310 1.383576 1.780115 -1.4 -0.8 2.4 -0.054
C -0.107547 0.573067 0.606665 0.7 0.2 -0.6 -0.193
C -0.268530 -0.896705 0.780763 1.3 0.4 2.2 -0.054
C 0.232668 -1.444253 1.967449 -0.4 0.1 0.4 -0.053
C 0.472698 -0.689988 3.130572 -0.7 -0.6 -0.3 0.001
Fe 2.195508 1.437775 3.335334 -2.2 -1.1 -1.4 0.222
C 3.161258 1.280316 1.914471 2.0 -0.4 -3.1 -0.202
O 3.835615 1.161121 0.980898 -0.9 0.1 1.1 0.129
C 3.441798 0.630688 4.251504 2.8 -2.8 3.0 -0.158
O 4.325832 0.084001 4.785516 -2.1 1.6 -1.5 0.124
C 2.775951 3.036716 3.619383 1.5 4.3 0.8 -0.183
O 3.323502 4.053036 3.727061 -1.0 -1.7 -0.2 0.125
H -0.835343 3.374607 4.005578 -0.2 -0.5 -0.2 0.103
H -1.780863 2.534098 2.718483 0.2 -0.3 0.2 0.090
H -2.268183 2.390079 4.441688 0.2 0.1 -0.2 0.101
H 0.270154 2.474620 1.632884 0.0 -0.8 0.4 0.128
H -1.095476 1.018134 0.374553 0.3 0.1 0.2 0.116
H 0.515506 0.749363 -0.285386 -0.2 0.3 0.2 0.090
H -0.714975 -1.544117 0.052026 0.1 0.1 0.4 0.059
H 0.333061 -2.516940 2.008770 0.0 -0.2 0.2 0.108
H 0.765593 -1.120563 4.105076 -0.3 0.1 -0.8 0.137
```
Positions in Å, forces in eV/Å.

***

Entry 3:
Density functional theory data (ωB97M-V with the def2-TZVPD basis set) for C6H7I in the gas phase.

Molecular weight   206.026 g/mol
Calculated total energy   -14431.4515 eV
SMILES   CC1=CC(C)=C1I
Kohn-Sham gap   8.0 eV
Total charge   0
2S+1   1
LUMO   0.0184 hartree
HOMO   -7.5142 eV
Energy relative to the best compared isomer or geometry (same formula, charge and spin)   75.20 kcal per mole

```
14
Properties=species:S:1:pos:R:3:forces:R:3:lowdin_charge:R:1
C -0.087552 -2.428201 0.002877 -0.4 -4.2 -1.8 -0.087
C -0.051768 -0.997742 -0.017339 0.8 1.4 1.0 -0.336
C -1.131948 0.110024 -0.002577 -2.4 -1.8 -1.4 -0.019
C -0.242518 1.064201 -0.085402 1.5 0.2 2.1 -0.292
C -0.019859 2.515723 0.059753 -1.8 -0.9 0.5 -0.064
C 0.948124 -0.087769 0.073561 -1.5 1.1 -0.8 -0.612
I 3.032350 0.293305 0.005947 -1.1 -0.6 0.1 0.763
H 0.209882 -2.821406 -1.029277 0.8 0.5 1.3 0.107
H -0.993362 -3.108893 -0.033720 -0.2 1.9 0.7 0.091
H 0.479534 -2.887752 0.823702 0.4 0.2 -0.5 0.085
H -2.254584 -0.065387 -0.155943 1.8 0.8 0.5 0.128
H 0.710104 2.587272 -0.702601 0.8 1.7 -0.8 0.054
H 0.376318 2.748031 1.048594 0.5 -0.2 -0.1 0.088
H -0.974720 3.078592 0.012425 0.8 -0.1 -0.7 0.095
```
Positions in Å, forces in eV/Å.

***

Entry 4:
Density functional theory data (ωB97M-V with the def2-TZVPD basis set) for 2 unconnected molecules or ions with the total composition C8H20O4.

Molecular weight   180.244 g/mol
Calculated total energy   -16807.8256 eV
SMILES   CCOCOC.CCOCOC
Kohn-Sham gap   10.8 eV
Total charge   0
2S+1   1
LUMO   0.0288 hartree
HOMO   -10.0168 eV
Energy relative to the best compared isomer or geometry (same formula, charge and spin)   39.09 kcal per mole

```
32
Properties=species:S:1:pos:R:3:forces:R:3:lowdin_charge:R:1
C -2.971394 0.263054 4.992918 1.4 1.6 0.4 -0.091
C -3.661863 -0.560512 3.999637 -2.6 -1.3 0.8 -0.323
O -2.991583 -0.776537 2.811334 2.5 -0.1 1.1 -0.111
C -3.645708 -1.378968 1.803418 -0.5 -1.1 -1.9 -0.311
O -4.476020 -0.470332 1.157056 -1.0 -0.1 -0.1 -0.149
C -3.755653 0.677831 0.825406 -0.3 1.6 -0.1 -0.113
H -3.595779 0.366704 5.896248 0.2 -0.1 -0.4 0.091
H -2.769362 1.268787 4.587589 0.1 -0.2 0.3 0.084
H -2.012177 -0.199978 5.279482 -0.3 0.3 0.0 0.089
H -4.663115 -0.142900 3.779349 0.3 -0.1 0.1 0.137
H -3.806153 -1.494846 4.575526 -0.3 -0.3 -0.8 0.128
H -4.250244 -2.267752 2.068087 0.1 0.5 0.2 0.149
H -2.936300 -1.679054 1.008351 0.4 -0.2 0.8 0.140
H -3.007048 0.550575 0.025407 -0.2 -0.3 0.2 0.095
H -3.249243 1.074978 1.721187 -0.1 0.1 -0.5 0.089
H -4.506644 1.413119 0.490762 0.4 -0.2 0.0 0.097
C -0.307777 -2.290134 -3.274595 0.0 0.1 -1.0 -0.085
C 1.185379 -2.559950 -3.086572 -0.9 0.5 0.7 -0.227
O 1.394056 -2.129298 -1.708463 -1.1 -0.2 -1.1 -0.122
C 2.587531 -2.442575 -1.162178 2.0 0.1 0.6 -0.347
O 2.860935 -3.804274 -1.112892 -0.3 -1.6 1.0 -0.171
C 1.932172 -4.586565 -0.289110 0.0 0.4 -1.0 -0.061
H -0.586566 -2.727723 -4.247942 -0.2 0.3 0.3 0.075
H -0.448631 -1.197418 -3.326838 -0.1 -0.5 0.1 0.078
H -0.981541 -2.695105 -2.500871 0.6 0.0 -0.2 0.079
H 1.746951 -1.920209 -3.794252 0.0 -0.2 0.4 0.123
H 1.450452 -3.612990 -3.301694 0.0 0.4 0.6 0.122
H 2.661615 -2.041906 -0.132889 -0.5 0.2 -0.4 0.139
H 3.425756 -2.020067 -1.748958 -0.2 -0.1 0.1 0.140
H 1.037232 -4.747353 -0.913479 0.1 -0.1 0.5 0.081
H 1.624472 -4.086662 0.644712 0.3 0.1 -0.4 0.090
H 2.365673 -5.568727 -0.036036 0.1 0.6 -0.3 0.087
```
Positions in Å, forces in eV/Å.

***

2S+1 of number 3 (C6H7I)?
1

***

Look up the 2S+1 of the third one.
1

***

What is the formula in the third record?
C6H7I

***

The highest molecular weight belongs to which entry?
C33H57ClN2O2SiTl